No. 1
75
Properties=species:S:1:pos:R:3:lowdin_charge:R:1 method="wB97M-V/def2-TZVPD" charge=-1 gap_ev=5.91 e_tot_ha=-2893.591056 largest_force_ev_per_a=0.8 e_homo_ev=-3.55
Ag 0.171 0.288 -1.213 0.481
C -0.490 -3.263 -0.652 -0.300
P 1.021 -2.211 -0.464 1.027
C 1.134 -2.096 1.366 -0.390
C 2.374 -1.873 1.971 -0.127
C 2.480 -1.741 3.347 -0.100
C 1.343 -1.805 4.147 -0.110
C 0.106 -2.009 3.556 -0.094
C 0.000 -2.162 2.177 -0.102
C 2.282 -3.540 -0.750 -0.363
C 2.952 -3.548 -1.971 -0.115
C 3.903 -4.518 -2.264 -0.097
C 4.204 -5.497 -1.330 -0.107
C 3.535 -5.511 -0.112 -0.093
C 2.579 -4.545 0.172 -0.093
C -1.738 -2.425 -0.647 -0.451
C -3.053 -2.807 -0.413 -0.104
C -3.844 -1.654 -0.659 -0.108
C -2.957 -0.653 -1.024 -0.457
C -3.211 0.762 -1.465 -0.293
P -2.087 1.877 -0.510 1.018
C -3.189 2.338 0.897 -0.348
C -3.530 3.636 1.278 -0.096
C -4.225 3.877 2.458 -0.105
C -4.595 2.825 3.284 -0.116
C -4.277 1.525 2.910 -0.098
C -3.573 1.284 1.740 -0.101
C -1.994 3.433 -1.469 -0.381
C -2.496 3.599 -2.756 -0.085
C -2.239 4.760 -3.477 -0.094
C -1.483 5.778 -2.919 -0.104
C -0.968 5.625 -1.637 -0.091
C -1.208 4.458 -0.931 -0.128
N -1.677 -1.114 -1.008 -0.027
H -0.502 -4.036 0.122 0.082
H -0.366 -3.769 -1.615 0.082
H 3.260 -1.807 1.350 0.091
H 3.454 -1.590 3.800 0.096
H 1.425 -1.703 5.222 0.092
H -0.787 -2.046 4.170 0.099
H -0.972 -2.320 1.720 0.096
H 2.715 -2.780 -2.699 0.091
H 4.416 -4.504 -3.219 0.097
H 4.951 -6.251 -1.549 0.094
H 3.759 -6.276 0.622 0.096
H 2.064 -4.569 1.126 0.105
H -3.394 -3.789 -0.114 0.075
H -4.920 -1.570 -0.592 0.078
H -4.255 1.052 -1.347 0.088
H -2.930 0.858 -2.517 0.068
H -3.267 4.470 0.639 0.087
H -4.476 4.895 2.733 0.094
H -5.126 3.016 4.209 0.091
H -4.570 0.695 3.542 0.097
H -3.329 0.264 1.456 0.094
H -3.095 2.820 -3.208 0.088
H -2.617 4.859 -4.487 0.096
H -1.281 6.681 -3.483 0.093
H -0.359 6.406 -1.200 0.098
H -0.758 4.323 0.046 0.105
S 5.994 0.374 -1.841 0.971
C 5.804 0.915 -0.227 -0.422
C 4.554 0.618 0.208 -0.253
N 3.751 -0.033 -0.696 -0.006
C 4.375 -0.223 -1.809 -0.488
H 6.600 1.424 0.293 0.055
H 4.159 0.865 1.184 0.102
H 3.934 -0.677 -2.685 0.070
N 0.400 0.951 1.477 0.030
H 0.150 1.931 1.532 0.000
H 1.188 0.780 2.094 0.010
H -0.387 0.419 1.831 -0.003
F 1.856 1.698 -3.637 0.028
B 1.399 1.720 -2.351 -0.737
F 1.934 2.818 -1.730 0.021

***

No. 2
20
Properties=species:S:1:pos:R:3:lowdin_charge:R:1 method="wB97M-V/def2-TZVPD" e_above_lowest_kj_mol=213.7 smiles="CC(C)(C)[C@H](S)C=S" gap_ev=8.49 e_tot_ha=-1032.107870 largest_force_ev_per_a=5.0 e_homo_ev=-8.83
C 2.397 0.131 0.442 -0.771
C -1.074 -0.546 -1.107 -0.063
C -0.557 -0.396 1.238 -0.151
C -0.215 1.611 -0.140 -0.031
C 1.311 -0.449 -0.317 -0.693
C -0.170 0.051 -0.106 -0.695
S 3.665 0.879 -0.205 0.713
S 1.391 -2.203 0.111 0.875
H 2.330 -0.115 1.566 0.091
H -0.643 -0.073 -2.058 0.125
H -2.033 -0.122 -0.856 0.092
H -0.846 -1.590 -1.042 0.051
H 0.213 -0.070 1.919 0.059
H -0.737 -1.499 1.539 0.102
H -1.454 0.101 1.757 0.119
H 0.052 1.875 0.895 0.083
H 0.522 2.199 -0.786 0.103
H -1.218 1.895 -0.543 0.092
H 1.428 -0.343 -1.337 0.072
H 2.579 -2.259 -0.247 -0.174

***

No. 3
12
Properties=species:S:1:pos:R:3:lowdin_charge:R:1 method="wB97M-V/def2-TZVPD" e_above_lowest_kj_mol=62.6 smiles=CN.C gap_ev=10.54 e_tot_ha=-136.318227 largest_force_ev_per_a=1.8 e_homo_ev=-9.53
C 1.684 -2.053 -1.106 -0.050
H 1.606 -2.348 -2.150 0.014
H 0.732 -2.310 -0.631 0.012
H 1.958 -1.021 -0.941 0.011
H 2.344 -2.792 -0.651 0.013
C -1.138 1.039 1.045 -0.212
N -1.609 2.173 0.239 -0.069
H -1.639 0.741 1.968 0.065
H -0.059 1.085 1.209 0.060
H -1.347 0.098 0.509 0.060
H -1.693 2.963 0.867 0.049
H -0.839 2.426 -0.359 0.047

***

No. 4
22
Properties=species:S:1:pos:R:3:lowdin_charge:R:1 method="wB97M-V/def2-TZVPD" e_above_lowest_kj_mol=381.5 gap_ev=10.13 e_tot_ha=-404.382138 largest_force_ev_per_a=4.2 e_homo_ev=-9.23
C 1.495 -1.114 -0.374 -0.149
C 0.934 0.076 -1.119 -0.118
C -0.625 0.323 -0.891 -0.333
C -0.899 0.774 0.518 -0.321
C -1.406 -0.903 -1.395 -0.085
C -0.586 -0.180 1.741 -0.046
C -1.170 2.062 0.748 0.031
N 2.547 -1.047 0.403 -0.036
O 3.255 0.100 0.513 -0.040
H 0.842 -1.945 -0.281 0.087
H 1.573 0.899 -0.860 0.094
H 1.112 -0.191 -2.181 0.123
H -1.063 1.212 -1.476 0.145
H -1.623 -0.776 -2.472 0.077
H -2.463 -1.072 -0.896 0.120
H -1.005 -1.888 -1.293 0.043
H -1.415 -0.002 2.416 0.062
H 0.349 -0.014 2.292 0.081
H -0.594 -1.237 1.572 0.054
H -1.585 2.717 0.026 0.044
H 3.900 0.032 1.189 0.078
H -1.575 2.173 1.817 0.090

***

No. 5
4
Properties=species:S:1:pos:R:3:lowdin_charge:R:1 method="wB97M-V/def2-TZVPD" e_above_lowest_kj_mol=0.0 gap_ev="9.40 / 7.33" e_tot_ha=-3507.557891 s2=2.007 spin_multiplicity=3 largest_force_ev_per_a=1.5 e_homo_ev="-9.27 / -11.13"
O -1.476 1.116 -0.415 -0.604
S -1.061 0.231 0.640 0.467
Cl -0.771 -1.618 -0.149 0.122
Br 3.308 0.271 -0.076 0.016

***

No. 6
59
Properties=species:S:1:pos:R:3:lowdin_charge:R:1 method="wB97M-V/def2-TZVPD" charge=+3 e_above_lowest_kj_mol=62.2 gap_ev="3.50 / 3.40" e_tot_ha=-5915.877436 largest_force_ev_per_a=2.1 e_homo_ev="-15.59 / -15.59"
Tl 0.122 0.345 -0.099 0.919
C -0.974 -4.091 -2.344 -0.280
Se -0.489 -3.323 -0.624 1.206
C 1.393 -3.926 -0.613 -0.451
C 2.317 -3.036 -1.424 -0.541
Se 3.136 -1.521 -0.445 0.870
C 3.967 -0.763 -2.028 -0.376
H -0.846 -5.171 -2.292 0.067
H -0.338 -3.681 -3.127 0.058
H -2.016 -3.862 -2.554 0.050
H 1.380 -4.929 -1.043 0.095
H 1.716 -3.993 0.427 0.084
H 1.814 -2.615 -2.298 0.060
H 3.162 -3.628 -1.779 0.094
H 3.222 -0.642 -2.812 0.027
H 4.752 -1.438 -2.365 0.044
H 4.412 0.196 -1.783 0.035
C -0.240 -1.178 4.562 -0.023
N 0.048 0.226 4.671 -0.080
C 0.075 0.780 6.004 -0.142
C 0.917 2.043 6.044 -0.127
C 0.424 2.984 4.957 -0.140
N 0.417 2.304 3.680 -0.079
C 0.522 3.108 2.490 -0.039
C 0.217 0.970 3.547 -0.456
O 0.191 0.441 2.418 -0.220
H 0.517 -1.761 5.092 0.105
H -0.259 -1.460 3.512 0.075
H -1.210 -1.403 5.016 0.106
H 0.478 0.031 6.688 0.136
H -0.952 0.998 6.327 0.141
H 1.967 1.798 5.871 0.131
H 0.835 2.524 7.018 0.132
H 1.084 3.849 4.878 0.130
H -0.587 3.349 5.180 0.140
H 1.060 4.022 2.725 0.102
H -0.467 3.369 2.102 0.088
H 1.065 2.553 1.721 0.055
C -0.211 4.709 -3.525 -0.007
N -0.213 3.856 -2.355 -0.132
C 1.062 3.267 -2.021 -0.033
C -1.310 3.506 -1.671 -0.406
N -1.289 2.535 -0.804 0.092
N -2.472 4.240 -1.895 -0.021
C -3.756 3.600 -1.863 0.025
C -2.497 5.666 -1.729 0.031
H 0.437 4.267 -4.284 0.115
H 0.185 5.698 -3.281 0.114
H -1.207 4.812 -3.946 0.101
H 1.854 3.966 -2.284 0.116
H 1.221 2.341 -2.580 0.099
H 1.108 3.068 -0.949 0.061
H -2.149 2.441 -0.278 0.069
H -3.660 2.529 -2.028 0.114
H -4.379 4.016 -2.658 0.138
H -4.289 3.788 -0.925 0.137
H -1.496 6.078 -1.626 0.114
H -3.084 5.931 -0.843 0.140
H -2.993 6.133 -2.586 0.141